17
Properties=species:S:1:pos:R:3:mulliken_charge:R:1 method="wB97M-V/def2-TZVPD" orbital_gap_ha=0.362 smiles=CN[C@@H](C)CO lumo_ev=0.87 de_lowest_kj_mol=245.8 charge=0
C -0.01 -0.98 1.99 -0.70
N -0.94 -1.01 0.77 -0.51
C -1.08 1.45 -0.11 -1.40
C -0.53 -0.10 -0.28 0.16
C 1.01 -0.14 -0.69 -0.39
O 1.36 0.60 -1.78 -0.55
H -0.74 -0.97 2.82 0.27
H 0.62 -1.91 2.02 0.30
H 0.53 0.07 1.98 0.22
H -0.58 -1.90 0.42 0.31
H -1.96 1.24 0.44 0.43
H -0.29 2.07 0.33 0.28
H -1.43 1.91 -1.00 0.37
H -1.05 -0.31 -1.19 0.35
H 1.24 -1.20 -0.92 0.28
H 1.66 0.15 0.24 0.24
H 1.41 1.60 -1.72 0.33